No. 1
Computed, not measured: 12 unconnected molecules or ions with the total composition C53H58F11O34 in a non-equilibrium geometry, with wB97M-V/def2-TZVPD.

The value obtained for the LUMO energy is 1.7 eV. Its HOMO energy is -2.2 eV. As for the total energy: -5711.0943 Ha. As for the net charge: -1. Its largest force on an atom is 3.71 eV/Å.

CARTESIAN COORDINATES (ANGSTROEM)
C 6.6150 -1.0246 2.6631
C 5.8648 -0.1460 1.6000
C 5.9314 1.3242 1.6563
C 5.2397 2.0874 0.6098
C 4.5059 1.3782 -0.4459
C 4.3991 -0.0739 -0.4915
C 3.6181 -0.9105 -1.5619
C 2.4389 -0.1451 -2.2836
C 1.0357 -0.7702 -1.8429
O 0.1076 0.2304 -1.3255
C 0.0456 0.2525 0.0605
C -0.3676 -0.8822 0.8858
C -0.4201 -0.7388 2.3385
C -0.9030 -1.9209 3.2567
C -0.0317 0.5024 3.0354
C 0.3793 1.6321 2.1734
C 0.4043 1.5337 0.7089
C 0.8023 2.7509 -0.1677
C -0.5752 3.3637 -0.7307
C 1.4918 3.9344 0.6442
C 5.1054 -0.8426 0.5700
H 5.8741 -1.5167 3.3524
H 7.3084 -0.3578 3.2470
H 7.2613 -1.7634 2.1225
H 6.5060 1.8372 2.4619
H 5.3159 3.1962 0.6644
H 3.9802 1.9883 -1.2222
H 4.3842 -1.2718 -2.3124
H 3.2536 -1.8429 -1.0254
H 2.3635 0.9207 -1.9062
H 1.1672 -1.6741 -1.1842
H 0.5675 -1.1540 -2.8058
H -0.6680 -1.8428 0.4092
H -0.3161 -2.0055 4.1984
H -0.9473 -2.8921 2.7058
H -1.9612 -1.6668 3.5661
H -0.0428 0.5991 4.1469
H 0.6633 2.5722 2.7030
H 1.3914 2.4785 -1.0806
H -0.4551 4.4698 -0.9083
H -1.3886 3.1908 0.0192
H -0.8768 2.8611 -1.6883
H 0.7047 4.5764 1.1304
H 2.1861 3.4619 1.3845
H 2.0832 4.5218 -0.1090
H 5.0612 -1.9589 0.5312
C -1.2276 -5.1632 -0.7174
C -0.9887 -6.5180 -0.1214
O 0.2771 -6.3690 0.4969
C 0.3701 -5.0453 0.8404
O 1.1648 -4.6062 1.6043
O -0.5726 -4.3032 0.1991
F -0.8954 -7.4729 -1.0809
H -0.7718 -5.0487 -1.7011
H -2.2868 -4.9172 -0.7893
H -1.7301 -6.8196 0.6237
C -2.6750 -0.6011 -4.3391
C -2.5449 0.2641 -3.1180
O -3.2230 -0.4844 -2.1246
C -3.0835 -1.7881 -2.4836
O -3.2873 -2.7096 -1.7583
O -2.6733 -1.9131 -3.7781
F -3.1894 1.4485 -3.2862
H -3.6128 -0.4367 -4.8765
H -1.8459 -0.4693 -5.0333
H -1.5138 0.4466 -2.8003
C -0.0781 -1.5860 7.1775
C -0.7209 -1.7698 8.5203
O -2.0473 -2.1386 8.1869
C -1.9629 -2.7702 6.9803
O -2.8299 -3.4470 6.5154
O -0.7713 -2.5409 6.3773
F -0.7545 -0.6080 9.2136
H -0.2365 -0.5860 6.7657
H 0.9915 -1.7910 7.1955
H -0.2657 -2.5507 9.1351
C -2.3289 7.7151 -3.1417
C -1.0445 7.5273 -3.8913
O -0.0694 7.5392 -2.8710
C -0.6938 7.0598 -1.7590
O -0.1233 6.6752 -0.7925
O -2.0492 7.0635 -1.9049
F -0.8065 8.5728 -4.7277
H -2.5578 8.7679 -2.9571
H -3.1782 7.2549 -3.6455
H -0.9836 6.5875 -4.4425
C -1.6704 -4.7050 -5.4333
C -0.4371 -4.8501 -6.2712
O 0.5728 -5.0539 -5.3004
C -0.0402 -5.6586 -4.2450
O 0.5339 -6.1970 -3.3575
O -1.3924 -5.5531 -4.3230
F -0.1656 -3.7056 -6.9469
H -1.8160 -3.6837 -5.0740
H -2.5674 -5.0273 -5.9577
H -0.4604 -5.6906 -6.9673
C -6.5199 2.5997 -3.3274
C -6.7456 4.0398 -3.6818
O -6.3898 4.0899 -5.0500
C -6.6539 2.8463 -5.5487
O -6.7314 2.5927 -6.7064
O -6.8250 1.9355 -4.5522
F -5.9136 4.8526 -2.9870
H -5.4841 2.3912 -3.0500
H -7.1725 2.2605 -2.5237
H -7.7776 4.3785 -3.5583
C 11.2405 0.4790 3.2000
C 11.8503 1.0216 4.4589
O 10.7255 1.4417 5.2019
C 9.6978 0.6274 4.8139
O 8.6789 0.5101 5.4088
O 9.9960 -0.0373 3.6624
F 12.6293 2.1021 4.2014
H 11.0566 1.2555 2.4537
H 11.8459 -0.3057 2.7477
H 12.4186 0.2882 5.0368
C -5.9794 -1.4642 5.4812
C -5.3704 -0.9336 6.7426
O -6.4934 -0.4929 7.4836
C -7.5283 -1.2914 7.0907
O -8.5549 -1.3951 7.6813
O -7.2354 -1.9610 5.9412
F -4.5764 0.1350 6.4884
H -6.1479 -0.6838 4.7354
H -5.3822 -2.2564 5.0312
H -4.8161 -1.6769 7.3208
C 1.8892 3.9616 -6.5988
C 2.4812 4.5671 -5.3605
O 1.3451 5.0624 -4.6760
C 0.3125 4.2521 -5.0404
O -0.7298 4.1952 -4.4639
O 0.6197 3.5101 -6.1362
F 3.2947 5.6090 -5.6652
H 1.7457 4.6947 -7.3966
H 2.4836 3.1344 -6.9844
H 3.0138 3.8581 -4.7220
C -0.5226 5.2430 5.6975
C 0.9294 5.0279 6.0076
O 0.9080 3.8994 6.8607
C -0.1912 3.1790 6.4940
O -0.3828 2.0475 6.8010
O -1.0367 3.9151 5.7249
F 1.4463 6.0799 6.6906
H -1.0287 5.8445 6.4566
H -0.6779 5.7042 4.7228
H 1.5505 4.8154 5.1340
C -2.8989 -8.9755 -4.7714
C -4.2273 -9.0632 -5.4645
O -4.2366 -7.9055 -6.2796
C -2.9311 -7.6508 -6.5714
O -2.5704 -6.9208 -7.4459
O -2.0905 -8.3328 -5.7537
F -5.2490 -8.9799 -4.5796
H -2.9348 -8.3587 -3.8701
H -2.4974 -9.9538 -4.5109
H -4.3531 -9.9518 -6.0883

=====

No. 2
Computed, not measured: 4 unconnected molecules or ions with the total composition C7H23N7O4 in a non-equilibrium geometry, with wB97M-V/def2-TZVPD.

The value obtained for the LUMO energy is 0.5 eV. The SMILES is COC[C@H](C)N.NC(N)=O.NC(N)=O.NC(N)=O. Its HOMO energy is -8.4 eV. As for the total energy: -964.8349 Ha. Its largest force on an atom is 2.11 eV/Å.

CARTESIAN COORDINATES (ANGSTROEM)
C -4.9222 -3.0195 4.1118
O -4.3891 -1.8578 3.5549
C -3.3002 -2.1307 2.6877
C -2.6683 -0.8240 2.0813
C -3.7126 0.1830 1.7463
N -1.8429 -1.1118 0.9395
H -4.9284 -3.8902 3.4414
H -5.9485 -2.9296 4.4601
H -4.2452 -3.4192 4.8785
H -2.5782 -2.6382 3.3403
H -3.4939 -2.8722 1.9040
H -2.0212 -0.5683 2.9233
H -4.5623 0.2824 2.4227
H -4.2097 -0.0616 0.8026
H -3.2115 1.1408 1.5940
H -2.3854 -1.0628 0.0863
H -1.0755 -0.4738 0.7739
N 0.1922 -2.2380 -4.6564
C 1.1609 -2.1553 -3.6983
N 1.6577 -3.3941 -3.4398
O 1.4624 -1.2001 -2.9943
H -0.3451 -1.4103 -4.8520
H -0.0434 -3.1435 -5.0062
H 2.4589 -3.3055 -2.8335
H 1.2190 -4.2659 -3.6544
N 1.5658 1.3066 -1.7843
C 0.4896 1.9098 -1.2543
N 0.8246 3.1428 -0.7490
O -0.6487 1.4290 -1.2152
H 1.3530 0.3799 -2.1503
H 2.4840 1.6688 -1.6081
H 0.0855 3.6712 -0.3237
H 1.7945 3.3364 -0.8886
N 5.5248 2.5559 0.2078
C 4.9688 3.7228 -0.2737
N 5.7659 4.7881 -0.1582
O 3.8808 3.7617 -0.8407
H 6.5099 2.6045 0.3982
H 5.1301 1.6783 -0.0806
H 6.6401 4.7031 0.3294
H 5.3638 5.7074 -0.2226

=====

No. 3
Computed, not measured: a molecular structure, C29H26BrN6O3STl in a non-equilibrium geometry, with wB97M-V/def2-TZVPD.

The value obtained for the LUMO energy is 4.1 eV. Its HOMO energy is -1.8 eV. As for the total energy: -4819.5581 Ha. As for the net charge: -2. Its largest force on an atom is 3.02 eV/Å.

CARTESIAN COORDINATES (ANGSTROEM)
Tl -0.0321 1.1534 -0.3464
O -2.6456 -2.3875 -5.4496
C -1.8472 -3.3945 -5.4763
C -1.9515 -4.3895 -6.4913
C -1.1306 -5.4974 -6.5299
C -0.1376 -5.6757 -5.5700
C 0.0113 -4.7050 -4.5838
C -0.8072 -3.5884 -4.5031
C -0.5933 -2.5134 -3.4386
O -1.6988 -1.7311 -3.2085
N -0.1809 -3.1557 -2.1698
N -0.3486 -2.5952 -0.9927
C 0.3553 -3.0876 -0.0302
C 0.2706 -2.6845 1.3529
Br -0.9104 -1.2479 1.8012
C 0.9854 -3.1791 2.3812
C 1.8741 -4.3407 2.4069
C 2.9153 -4.3640 3.3469
C 3.7939 -5.4297 3.4327
C 3.6560 -6.5235 2.5875
C 2.6014 -6.5437 1.6851
C 1.7220 -5.4759 1.5984
H -2.2456 -1.8130 -4.0648
H -2.7221 -4.2390 -7.2397
H -1.2585 -6.2390 -7.3130
H 0.5084 -6.5454 -5.5841
H 0.8127 -4.8464 -3.8634
H 0.2630 -1.8825 -3.7529
H 0.6287 -3.7592 -2.2561
H 1.0642 -3.8846 -0.2576
H 0.9228 -2.6294 3.3130
H 3.0310 -3.5092 4.0043
H 4.5936 -5.4087 4.1640
H 4.3535 -7.3503 2.6383
H 2.4540 -7.4092 1.0496
H 0.8783 -5.5398 0.9252
N 4.0583 2.8018 1.1273
C 2.6937 2.5394 0.9011
S 2.2775 2.1189 -0.7240
N 1.9510 2.6852 1.9435
N 0.5971 2.4433 1.8133
C -0.1196 3.1586 2.5965
C -1.5535 3.0841 2.8210
C -2.0715 3.8702 3.8595
C -3.4050 3.8586 4.2197
C -4.2773 3.0202 3.5096
C -3.8127 2.2528 2.4688
C -2.4379 2.2466 2.0641
O -2.0450 1.5237 1.0937
H 4.6300 2.4560 0.3754
H 4.3755 2.5385 2.0497
H 0.4073 3.8997 3.2073
H -1.3817 4.5036 4.4108
H -3.7679 4.4675 5.0394
H -5.3271 2.9793 3.7838
H -4.4794 1.6104 1.9037
C 4.7117 0.6025 2.2171
C 4.5782 0.2235 0.8905
C 3.3050 -0.0198 0.4001
N 2.2088 0.0867 1.1440
C 2.3409 0.4634 2.4115
C 3.5719 0.7268 2.9949
H 5.6896 0.8143 2.6327
H 5.4396 0.1267 0.2429
H 3.1513 -0.3075 -0.6354
H 1.4206 0.5625 2.9779
H 3.6292 1.0440 4.0278